No. 1
The following is a quantum chemistry calculation of a structure of composition C44H54BF4IrNO3P3S, from the Open Molecules 2025 dataset.

XYZ file:
```
112
Properties=species:S:1:pos:R:3:forces:R:3
Ir -0.3570 -0.7325 0.4282 -2.7 1.6 -0.3
C -2.6753 1.8034 -2.1832 0.0 0.1 0.2
C -3.5204 1.1407 -1.0954 0.6 -0.5 -0.3
C -4.7842 1.9832 -0.8709 0.0 0.0 0.2
P -2.4549 0.6979 0.3831 0.4 -0.7 0.7
C -3.7130 0.0770 1.6042 0.2 -0.3 0.0
C -3.3883 0.4901 3.0350 0.1 0.1 -0.1
C -3.7985 -1.4478 1.4741 0.1 0.0 -0.1
C -1.8104 2.2623 1.0056 0.4 -0.2 -0.2
C -2.5352 3.4516 1.0361 -0.1 0.2 0.0
C -1.9702 4.6421 1.4600 -0.1 0.0 -0.1
C -2.7801 5.9102 1.5230 0.1 -0.1 0.1
C -0.6242 4.6258 1.8309 0.0 -0.2 0.0
C 0.1027 3.4552 1.8334 0.1 0.0 0.0
C -0.4863 2.2339 1.4575 -0.1 0.2 -0.3
N 0.2314 1.0568 1.4820 -0.5 -1.8 -1.5
C 1.1594 0.8164 2.5021 0.7 -0.1 0.7
C 1.0252 1.3482 3.7891 -0.4 -0.2 -0.4
C 1.9291 1.0396 4.7858 0.1 0.0 0.0
C 3.0063 0.1972 4.5505 0.0 0.1 0.0
C 3.9659 -0.1749 5.6452 -0.1 -0.1 0.0
C 3.1545 -0.3182 3.2697 0.0 0.0 0.1
C 2.2623 -0.0130 2.2566 0.0 0.0 -0.1
P 2.4524 -0.4725 0.5258 0.5 0.6 -0.4
C 3.9660 -1.5910 0.3654 -0.1 0.1 0.1
C 5.3128 -0.8839 0.5564 0.0 -0.1 -0.1
C 3.9685 -2.8709 1.2212 -0.1 0.1 -0.1
C 2.9953 1.2100 -0.1584 0.1 -0.3 0.0
C 3.8747 2.0824 0.7380 -0.1 0.0 -0.1
C 3.5801 1.0992 -1.5689 0.1 0.0 0.2
H -3.2949 2.0210 -3.0558 0.0 0.0 0.0
H -1.8684 1.1564 -2.5043 0.0 0.3 0.1
H -2.2481 2.7408 -1.8190 0.0 0.0 0.0
H -3.8260 0.1490 -1.4495 0.0 0.2 0.0
H -4.5742 3.0355 -1.0600 0.0 0.0 0.0
H -5.2136 1.8967 0.1253 0.0 0.0 0.0
H -5.5445 1.6663 -1.5855 0.0 0.0 0.0
H -4.6724 0.5040 1.3089 0.0 0.1 0.0
H -2.4294 0.0853 3.3545 -0.1 0.1 0.0
H -4.1521 0.0895 3.7042 0.0 0.0 0.0
H -3.3628 1.5739 3.1503 0.0 0.0 0.0
H -2.8520 -1.9093 1.7560 -0.1 0.0 0.0
H -4.0295 -1.7539 0.4490 -0.1 0.0 0.0
H -4.5779 -1.8345 2.1320 0.0 0.0 0.0
H -3.5742 3.4560 0.7344 0.0 0.0 0.0
H -3.5829 5.9039 0.7858 0.0 0.0 0.0
H -2.1495 6.7803 1.3399 0.0 0.0 0.0
H -3.2304 6.0277 2.5115 0.0 0.1 0.0
H -0.1460 5.5536 2.1235 0.0 0.0 0.0
H 1.1467 3.4631 2.1173 0.0 0.0 0.1
H 0.1551 1.9465 4.0186 0.0 0.1 0.1
H 1.7669 1.4301 5.7833 0.0 0.0 0.0
H 3.8437 0.4782 6.5082 0.0 0.0 0.0
H 5.0004 -0.1151 5.3028 0.0 0.0 0.0
H 3.7813 -1.2020 5.9698 0.0 0.0 0.0
H 3.9847 -0.9802 3.0704 0.0 0.1 0.0
H 3.8892 -1.8959 -0.6846 0.0 0.0 0.0
H 5.3810 -0.4076 1.5334 0.0 0.0 0.0
H 5.5080 -0.1408 -0.2108 0.1 0.0 0.1
H 6.1030 -1.6359 0.4942 0.0 0.0 0.0
H 4.4608 -2.7045 2.1783 0.0 0.0 0.0
H 4.5332 -3.6459 0.6990 0.0 0.0 0.0
H 2.9738 -3.2444 1.4212 -0.1 -0.1 0.0
H 2.0225 1.7075 -0.2367 0.0 0.0 0.0
H 4.8929 1.7024 0.8050 0.0 0.0 0.0
H 3.4680 2.1522 1.7465 0.0 0.1 0.0
H 3.9212 3.0907 0.3161 0.0 0.0 0.0
H 4.6466 0.8786 -1.5458 0.0 0.0 0.0
H 3.4606 2.0463 -2.0969 0.1 -0.1 0.1
H 3.0843 0.3214 -2.1535 0.1 0.1 0.0
O -0.0251 -4.8713 0.9749 -0.5 0.0 -0.1
S -0.0171 -3.6385 0.2541 1.7 -1.2 -0.1
O 1.0209 -2.6799 0.6460 -0.3 -0.8 0.3
O -1.3068 -2.9240 0.1218 0.0 1.5 0.2
C 0.3760 -4.0131 -1.4502 -0.3 0.1 0.1
C 0.7693 -5.2935 -1.7954 0.0 0.0 0.1
C 0.9337 -5.6167 -3.1328 0.0 0.1 -0.1
C 0.6403 -4.6749 -4.1094 0.0 -0.1 -0.1
C 0.2262 -3.3989 -3.7600 -0.1 0.1 0.1
C 0.1431 -3.0346 -2.4175 0.1 0.0 0.6
P -0.3733 -1.3390 -1.9312 0.5 1.1 0.2
C 0.6398 -0.1596 -2.9018 0.1 0.2 0.4
C 1.4094 -0.4342 -4.0289 -0.1 -0.2 0.0
C 2.0470 0.5940 -4.7089 0.0 0.0 -0.1
C 1.9240 1.9063 -4.2801 -0.1 0.0 -0.1
C 1.2059 2.1853 -3.1263 -0.2 0.0 -0.2
C 0.5939 1.1571 -2.4318 -0.1 -0.1 -0.1
C -1.9821 -1.2999 -2.8039 -0.2 -0.1 0.3
C -2.1828 -0.5743 -3.9747 0.1 -0.3 -0.1
C -3.4253 -0.5842 -4.5920 0.0 0.0 -0.1
C -4.4706 -1.3177 -4.0525 0.0 0.0 0.0
C -4.2714 -2.0564 -2.8937 0.0 0.0 0.0
C -3.0347 -2.0495 -2.2700 0.1 0.0 -0.1
H 0.9133 -6.0181 -1.0049 0.0 0.0 0.0
H 1.2481 -6.6110 -3.4199 0.0 0.0 0.0
H 0.7198 -4.9394 -5.1558 0.0 0.0 0.0
H -0.0789 -2.7025 -4.5298 0.0 0.0 0.0
H 1.5251 -1.4490 -4.3783 0.1 0.0 0.0
H 2.6366 0.3636 -5.5868 0.0 0.0 0.0
H 2.4095 2.7024 -4.8294 0.0 0.0 0.0
H 1.1339 3.2022 -2.7612 0.0 0.0 0.1
H 0.0882 1.3589 -1.4954 0.0 0.1 0.0
H -1.3738 0.0011 -4.4074 0.0 0.0 0.0
H -3.5742 -0.0118 -5.4988 0.0 0.0 0.0
H -5.4414 -1.3119 -4.5311 0.0 0.0 0.0
H -5.0844 -2.6356 -2.4753 0.0 0.0 0.0
H -2.8720 -2.6198 -1.3667 0.0 0.0 0.0
F -0.8202 -1.4736 2.6364 0.2 0.3 -0.5
B -0.7647 -1.7593 4.0780 0.2 -0.1 0.7
F 0.5303 -2.1401 4.3978 -0.1 0.1 -0.2
F -1.6847 -2.7632 4.3234 0.0 0.0 -0.2
F -1.1344 -0.5809 4.7506 0.2 -0.2 -0.1
```
Positions in Å, forces in eV/Å.

Its total charge is 0. The LUMO energy (alpha / beta) is -1.34 / -1.33 eV. The calculation puts the total energy at -3940.65013 Ha. The molar mass comes out at 1048.93 g/mol. Its max |F| is 3.2 eV Å⁻¹. For the HOMO energy (alpha / beta), the calculation gives -6.891 / -6.902 eV.


No. 2
The following is a quantum chemistry calculation of a structure of composition C20H17AuCl5N2SSi, from the Open Molecules 2025 dataset.

XYZ file:
```
47
Properties=species:S:1:pos:R:3:forces:R:3
Au 0.4891 0.1474 -0.6923 -0.3 0.1 0.1
Cl 2.4474 -1.8554 1.0056 0.0 0.1 0.0
C 2.8057 -0.1649 1.1225 -0.2 0.0 0.1
C 1.9009 0.7500 0.5905 0.1 -0.1 0.0
C 2.1728 2.1061 0.7342 0.0 0.0 0.0
Cl 1.0448 3.2624 0.0991 0.1 0.0 0.0
C 3.3181 2.5531 1.3868 0.0 0.0 0.0
Cl 3.6268 4.2282 1.5600 0.0 0.0 0.0
C 4.2173 1.6165 1.9015 0.0 0.0 0.0
Cl 5.6394 2.1454 2.6890 0.0 0.0 0.0
C 3.9602 0.2491 1.7751 0.0 0.0 0.1
Cl 5.0533 -0.8975 2.4254 0.0 0.0 0.0
N -1.0554 -1.0064 -7.4258 0.3 0.1 0.0
C -1.6844 -1.5958 -6.4018 -0.1 0.0 0.1
S -2.7962 -2.7630 -6.6228 -0.3 -0.3 0.0
C -1.3305 -1.1044 -5.0274 0.1 0.1 -0.2
C -1.8272 -1.7465 -3.9084 -0.1 -0.2 0.3
C -1.4453 -1.3345 -2.6491 -0.1 -0.1 0.0
N -0.6101 -0.3076 -2.4433 0.0 -0.1 -0.2
C -0.1732 0.3606 -3.5209 0.0 0.1 -0.2
C -0.5074 -0.0074 -4.8098 0.1 0.3 0.0
H -1.2450 -1.3570 -8.3509 0.0 0.0 0.0
H -0.2517 -0.4161 -7.3026 0.0 0.0 -0.1
H -2.5081 -2.5779 -4.0303 0.0 0.0 0.0
H -1.8109 -1.8417 -1.7694 0.1 0.0 0.0
H 0.4553 1.2245 -3.3388 0.0 -0.1 0.0
H -0.1340 0.6017 -5.6203 0.0 0.0 0.1
C -2.1207 1.4411 0.7692 -0.1 0.2 -0.1
Si -1.0884 0.0097 1.2873 0.3 0.1 0.0
C -1.7428 -1.6739 0.8822 -0.1 -0.1 -0.1
C -0.5112 0.0782 3.0433 0.3 0.0 0.0
C -1.3604 -0.5751 3.9468 0.0 -0.1 0.0
C -1.0859 -0.5846 5.3056 0.0 0.0 0.0
C 0.0454 0.0547 5.7888 0.0 0.0 0.0
C 0.8875 0.7236 4.9129 0.0 0.0 -0.1
C 0.6093 0.7418 3.5541 -0.2 0.0 0.2
H -3.0076 1.4798 1.4115 0.0 0.0 0.0
H -2.4464 1.3635 -0.2699 0.0 0.0 0.0
H -1.5663 2.3729 0.8979 -0.1 0.0 0.0
H -2.1247 -2.1198 1.8033 0.0 0.0 -0.1
H -0.9585 -2.3355 0.5088 0.0 0.0 0.0
H -2.5619 -1.6362 0.1623 0.0 0.0 0.0
H -2.2562 -1.0792 3.5990 0.0 0.0 0.1
H -1.7547 -1.0969 5.9851 0.0 0.0 0.0
H 0.2661 0.0370 6.8480 0.0 0.0 0.0
H 1.7628 1.2397 5.2871 0.0 0.0 0.0
H 1.2629 1.2903 2.9007 0.1 0.1 -0.1
```
Positions in Å, forces in eV/Å.

Its total charge is +1. The LUMO energy is -4.11 eV. The calculation puts the total energy at -4005.98713 Ha. The molar mass comes out at 719.76 g/mol. Its max |F| is 0.4 eV Å⁻¹. For the HOMO energy, the calculation gives -11.451 eV.


No. 3
The following is a quantum chemistry calculation of a structure of composition C44H57GaIN9OP, from the Open Molecules 2025 dataset.

XYZ file:
```
114
Properties=species:S:1:pos:R:3:forces:R:3
C -3.1076 0.7413 -1.2913 0.3 -0.1 -0.3
C -1.6068 0.7921 -1.1413 0.1 0.4 0.3
C -0.9352 1.6567 -0.2603 -0.7 -0.5 -0.6
C 0.4435 1.6231 -0.2097 0.5 0.4 0.3
C 1.2062 0.7646 -1.0027 -0.3 0.0 0.1
C 0.5549 -0.1077 -1.8680 -0.2 -0.4 -0.7
C 1.2356 -1.1089 -2.7818 -0.1 0.5 1.0
Ga 0.9073 -2.9946 -2.1308 0.5 0.0 -0.6
I -1.6084 -3.7873 -2.4090 0.1 0.0 0.1
P 1.3501 -3.1302 0.1703 0.5 0.6 -0.6
O 2.5107 -2.2246 0.5014 -0.1 0.0 0.4
C -0.8431 -0.0609 -1.9107 0.0 -0.1 -0.2
H -3.5102 -0.1748 -0.8530 -0.1 0.1 0.2
H -3.6096 1.6207 -0.8881 0.0 0.0 0.1
H -3.3314 0.6772 -2.3585 -0.2 0.1 0.0
H -1.5215 2.3264 0.3602 0.1 0.1 0.1
H 0.9321 2.3137 0.4729 0.2 -0.1 -0.1
H 2.2882 0.7667 -0.9558 0.0 0.0 0.1
H 0.9176 -0.9585 -3.8131 -0.1 -0.1 0.0
H 2.3192 -0.9770 -2.7241 0.0 -0.1 -0.1
H 1.7978 -4.0385 -2.9324 -0.1 -0.1 0.1
H 0.1912 -2.8447 0.9376 0.0 -0.4 0.1
H 1.6415 -4.4921 0.4612 -0.4 0.0 0.3
H -1.3521 -0.7243 -2.6027 0.0 0.0 0.0
N -3.3279 -0.7672 3.6040 0.1 0.0 0.0
C -2.9184 -0.1992 2.4270 0.0 0.1 0.0
C -1.8063 -0.8721 1.9841 -0.4 0.2 0.2
C -1.5489 -1.8893 2.9400 0.4 -0.2 -0.1
C -2.4917 -1.8052 3.9269 -0.1 0.2 0.0
H -4.1187 -0.4708 4.1440 0.0 0.0 0.0
H -3.4530 0.6341 2.0017 0.0 0.0 0.0
H -1.2699 -0.6348 1.0804 0.1 -0.1 0.0
H -0.7353 -2.5951 2.8954 -0.1 0.0 0.1
H -2.6433 -2.3893 4.8178 0.0 0.0 0.0
N 2.6416 4.8454 0.8742 0.1 -0.1 0.0
C 2.9947 5.5154 -0.2623 0.0 0.1 0.0
C 4.1566 4.9582 -0.7350 -0.1 0.0 0.0
C 4.5066 3.9063 0.1574 0.2 -0.1 -0.2
C 3.5526 3.8588 1.1333 -0.2 0.1 0.1
H 1.8301 5.0407 1.4304 0.0 0.0 0.0
H 2.3902 6.3245 -0.6374 0.0 0.0 0.0
H 4.6909 5.2629 -1.6214 0.1 0.0 0.0
H 5.3583 3.2494 0.0858 0.0 0.0 0.0
H 3.4363 3.2084 1.9835 0.1 0.0 0.0
N 1.2522 -0.3390 4.7971 0.1 0.1 0.1
C 1.9066 -0.2000 5.9915 0.0 0.0 0.0
C 3.1479 -0.7665 5.8551 0.0 0.0 0.0
C 3.2393 -1.2688 4.5264 0.1 0.0 0.1
C 2.0568 -0.9833 3.9007 -0.2 0.0 -0.2
H 0.3195 -0.0225 4.6008 0.0 -0.1 0.0
H 1.4376 0.2876 6.8293 0.0 0.0 0.0
H 3.9046 -0.8157 6.6211 0.0 0.0 0.0
H 4.0757 -1.7775 4.0780 0.0 0.0 0.0
H 1.7180 -1.1862 2.8963 0.1 0.0 0.0
N -5.2196 3.8662 0.7645 0.0 0.0 0.0
C -5.9190 4.8464 0.1151 0.0 0.0 0.0
C -7.1704 4.3599 -0.1539 0.0 0.0 0.0
C -7.2276 3.0328 0.3536 0.0 0.0 0.0
C -6.0100 2.7598 0.9154 0.1 0.0 0.0
H -4.2700 3.9443 1.0779 0.0 0.0 0.0
H -5.4680 5.7998 -0.1002 0.0 0.0 0.0
H -7.9568 4.8933 -0.6611 0.0 0.0 0.0
H -8.0650 2.3571 0.3082 0.0 0.0 0.0
H -5.6372 1.8758 1.4042 0.0 0.0 0.0
N -5.0004 -4.4753 -3.0117 0.1 0.0 0.1
C -5.8341 -3.6012 -3.6458 0.0 0.0 0.0
C -7.0544 -4.2134 -3.7913 0.0 0.0 0.0
C -6.9479 -5.5091 -3.2121 0.0 0.1 0.0
C -5.6653 -5.6328 -2.7429 0.0 -0.1 -0.1
H -4.0316 -4.3015 -2.7631 -0.3 0.1 -0.2
H -5.4908 -2.6233 -3.9376 0.0 0.0 0.0
H -7.9253 -3.7798 -4.2550 0.0 0.0 0.0
H -7.7207 -6.2572 -3.1446 0.0 0.0 0.0
H -5.1700 -6.4433 -2.2374 0.0 0.0 0.0
N 5.0294 1.5729 -2.4874 0.0 0.2 0.1
C 6.2394 1.0768 -2.0866 -0.1 0.0 -0.1
C 6.5631 0.0453 -2.9300 0.0 0.0 0.0
C 5.5055 -0.0818 -3.8728 0.0 0.1 0.0
C 4.5770 0.8802 -3.5697 0.0 -0.1 -0.1
H 4.5332 2.3298 -2.0492 0.0 0.0 0.1
H 6.7601 1.4933 -1.2411 0.0 0.0 0.0
H 7.4550 -0.5562 -2.8737 0.0 0.0 0.0
H 5.4332 -0.7978 -4.6738 0.0 0.0 0.0
H 3.6329 1.1287 -4.0250 0.0 -0.1 0.0
N 1.8414 4.8705 -3.2989 0.0 0.0 -0.1
C 2.0576 5.1159 -4.6270 0.0 0.0 0.0
C 0.8579 4.9965 -5.2781 0.0 0.0 0.0
C -0.1206 4.6656 -4.3014 0.0 0.0 0.0
C 0.5188 4.5956 -3.0917 0.0 0.0 0.1
H 2.5472 4.8844 -2.5815 -0.1 -0.1 0.0
H 3.0421 5.3517 -4.9941 0.0 0.0 0.0
H 0.6993 5.1275 -6.3356 0.0 0.0 0.0
H -1.1705 4.4926 -4.4685 0.0 0.0 0.0
H 0.1478 4.3678 -2.1063 0.0 -0.1 0.0
N 8.5170 0.0473 3.8680 0.0 0.0 0.0
C 8.6313 0.2541 2.5188 0.0 0.0 0.0
C 7.3848 0.1220 1.9676 0.0 0.0 0.0
C 6.4817 -0.1741 3.0248 0.0 0.0 0.0
C 7.2085 -0.2119 4.1831 0.0 0.0 0.0
H 9.2741 0.0786 4.5237 0.0 0.0 0.0
H 9.5851 0.4745 2.0703 0.0 0.0 0.0
H 7.1426 0.2218 0.9224 0.0 0.0 0.0
H 5.4210 -0.3376 2.9404 0.0 0.0 0.0
H 6.9086 -0.3999 5.2000 0.0 0.0 0.0
N -3.9280 -5.7807 1.2867 0.0 0.0 0.0
C -4.3434 -6.5008 2.3724 0.0 0.0 0.0
C -5.7104 -6.5873 2.3185 0.0 0.0 0.0
C -6.1327 -5.8921 1.1509 0.0 0.0 0.0
C -5.0076 -5.4090 0.5374 0.1 0.0 0.1
H -2.9741 -5.5536 1.0682 0.0 0.0 0.0
H -3.6359 -6.8878 3.0856 0.0 0.0 0.0
H -6.3376 -7.0925 3.0346 0.0 0.0 0.0
H -7.1430 -5.7626 0.8005 0.0 0.0 0.0
H -4.8801 -4.8334 -0.3603 0.0 0.1 0.0
```
Positions in Å, forces in eV/Å.

Its total charge is -1. The LUMO energy is 1.85 eV. The calculation puts the total energy at -4842.76951 Ha. The molar mass comes out at 955.60 g/mol. Its max |F| is 1.1 eV Å⁻¹. For the HOMO energy, the calculation gives -5.468 eV.


- Which formula does entry 2 have?
  C20H17AuCl5N2SSi